Entry from OMol25: a 11-piece molecular cluster, C18H48Br2N8O18 overall at a distorted geometry (ωB97M-V/def2-TZVPD).

The total energy comes out at -208281.0919 eV. The molecular weight is 824.4 Da. As for the multiplicity: 2. Its net charge is -1. Its expectation value of S² is 0.75.

```
94
Properties=species:S:1:pos:R:3:mulliken_spin:R:1
C 1.225 2.897 -3.192 0.001
N 1.471 3.935 -2.160 0.007
O 2.289 4.788 -2.496 0.003
O 0.747 4.002 -1.158 -0.018
H 1.651 3.180 -4.154 0.001
H 0.157 2.803 -3.387 0.001
H 1.766 2.036 -2.800 -0.007
C 1.204 -5.307 0.481 0.000
N 0.739 -3.867 0.381 0.000
O 0.537 -3.406 -0.710 0.000
O 0.678 -3.168 1.407 0.000
H 0.549 -5.923 -0.136 0.000
H 1.127 -5.595 1.529 0.000
H 2.223 -5.218 0.107 0.000
C 3.503 -1.002 -0.318 0.000
N 4.828 -1.651 -0.466 0.000
O 4.928 -2.635 -1.175 0.000
O 5.765 -1.248 0.174 0.000
H 3.128 -1.450 0.602 0.000
H 2.910 -1.335 -1.170 0.000
H 3.718 0.063 -0.411 0.000
C 1.836 -0.812 3.699 0.000
N 3.085 -0.304 4.349 0.000
O 4.040 -0.024 3.631 0.000
O 3.139 -0.345 5.545 0.000
H 1.198 -1.106 4.532 0.000
H 1.949 -1.794 3.240 0.000
H 1.335 -0.070 3.076 0.000
C -4.061 -1.198 -3.052 -0.001
N -3.525 -2.573 -2.997 0.000
O -4.353 -3.467 -2.666 0.000
O -2.398 -2.819 -3.383 0.001
H -3.987 -0.795 -2.042 -0.005
H -5.092 -1.253 -3.403 -0.007
H -3.342 -0.661 -3.670 0.012
C -1.049 -0.651 -1.051 0.027
N 0.182 -0.157 -0.381 -0.007
O 1.088 0.276 -1.121 0.000
O 0.149 -0.387 0.832 0.017
H -0.752 -1.499 -1.668 -0.003
H -1.568 0.059 -1.695 -0.013
H -1.787 -0.925 -0.297 0.000
C -3.795 3.306 -1.677 -0.036
N -2.551 3.170 -2.485 0.478
O -1.985 4.288 -2.640 0.258
O -2.091 2.083 -2.803 0.205
H -4.017 4.367 -1.795 0.004
H -3.662 3.150 -0.606 0.040
H -4.602 2.736 -2.136 0.007
C -4.219 1.254 2.912 0.006
N -3.815 0.909 1.543 -0.006
O -4.276 -0.080 1.057 0.019
O -2.907 1.590 1.063 0.006
H -4.910 0.508 3.307 0.000
H -4.776 2.184 2.800 -0.001
H -3.309 1.334 3.507 -0.001
Br 2.332 2.057 1.439 0.000
C 1.117 3.138 2.551 -0.002
C -0.260 2.565 2.366 0.001
Br -1.571 3.300 3.656 0.001
H 1.171 4.151 2.153 0.001
H 1.524 3.065 3.560 0.000
H -0.270 1.497 2.585 0.002
H -0.622 2.725 1.351 0.009
C -3.603 -0.171 7.081 0.000
C -3.078 -1.427 6.502 0.000
O -2.908 -1.253 5.076 0.000
C -2.209 -2.390 4.569 0.000
C -2.300 -2.338 3.102 0.001
H -4.521 0.224 6.646 0.000
H -3.744 -0.362 8.145 0.000
H -2.817 0.570 6.933 0.000
H -2.109 -1.629 6.961 0.000
H -3.850 -2.144 6.783 0.000
H -1.161 -2.290 4.853 0.000
H -2.690 -3.313 4.892 0.000
H -1.849 -1.428 2.704 0.000
H -3.252 -2.334 2.571 -0.001
H -1.610 -3.054 2.656 0.000
C 2.545 -0.441 -3.939 -0.002
C 3.389 -0.100 -5.096 0.000
O 3.472 1.387 -5.252 0.000
C 3.980 1.776 -6.477 0.000
C 5.395 1.217 -6.755 0.000
H 2.727 -1.473 -3.639 0.000
H 2.890 0.181 -3.112 0.000
H 1.473 -0.300 -4.075 0.001
H 4.283 -0.689 -4.892 0.000
H 3.053 -0.491 -6.056 0.000
H 3.394 1.467 -7.343 0.000
H 4.064 2.858 -6.580 0.000
H 6.082 1.383 -5.926 0.000
H 5.844 1.740 -7.600 0.000
H 5.369 0.133 -6.867 0.000
```

Entry from OMol25: a 7-piece molecular cluster, C18H48BrF6N4O10S2 overall at a distorted geometry (ωB97M-V/def2-TZVPD).

The total energy comes out at -153886.1267 eV. The molecular weight is 738.6 Da. As for the multiplicity: 1. Its net charge is +1.

```
89
Properties=species:S:1:pos:R:3:mulliken_charge:R:1
C 4.429 -26.091 -0.284 -1.281
C 5.778 -26.359 -0.948 0.277
C 6.112 -25.548 -2.188 -0.184
O 7.314 -25.864 -2.902 -0.416
C 7.461 -25.049 -4.091 -0.583
N 6.894 -26.162 0.131 -0.312
H 6.998 -26.939 0.767 0.344
H 7.793 -26.199 -0.327 0.348
H 6.854 -25.259 0.580 0.345
H 4.361 -25.004 -0.238 0.182
H 4.177 -26.360 0.742 0.438
H 3.583 -26.495 -0.841 0.407
H 5.776 -27.436 -1.118 0.281
H 6.161 -24.507 -1.871 -0.111
H 5.293 -25.683 -2.895 0.460
H 8.496 -25.089 -4.429 0.264
H 7.188 -24.013 -3.889 0.200
H 6.757 -25.353 -4.866 0.314
C 7.053 -15.813 0.588 -1.295
C 7.789 -15.657 1.897 0.254
C 7.186 -14.497 2.724 -0.748
O 5.962 -14.952 3.269 -0.361
C 4.961 -13.900 3.331 -0.772
N 7.798 -16.921 2.828 -0.249
H 8.069 -17.747 2.314 0.321
H 8.559 -16.863 3.490 0.388
H 6.948 -17.062 3.354 0.326
H 5.986 -16.013 0.682 0.161
H 7.432 -16.584 -0.083 0.408
H 7.150 -14.841 0.104 0.451
H 8.843 -15.549 1.643 0.371
H 7.079 -13.711 1.976 0.365
H 7.875 -14.073 3.455 0.493
H 4.066 -14.372 3.739 0.279
H 4.648 -13.452 2.389 0.186
H 5.295 -13.179 4.077 0.413
C 3.014 -13.409 0.344 -1.688
C 2.782 -14.992 0.256 1.985
C 1.650 -15.552 1.134 -0.985
O 1.600 -17.025 1.092 -0.196
C 0.666 -17.613 1.894 -0.813
N 2.713 -15.490 -1.205 0.081
H 2.729 -16.481 -1.395 0.062
H 1.863 -15.071 -1.556 0.461
H 3.446 -15.037 -1.732 0.433
H 2.854 -13.062 1.364 0.396
H 2.372 -12.848 -0.335 0.436
H 4.051 -13.273 0.037 0.438
H 3.700 -15.549 0.443 -1.216
H 0.652 -15.119 1.056 0.525
H 1.971 -15.138 2.090 0.371
H -0.320 -17.191 1.696 0.310
H 0.802 -17.368 2.947 0.326
H 0.723 -18.688 1.721 0.236
C 5.727 -21.057 -1.721 -1.359
C 5.019 -20.283 -0.580 0.589
C 5.399 -18.797 -0.519 -1.092
O 4.429 -18.080 0.193 0.737
C 4.168 -18.451 1.605 -0.630
N 3.508 -20.404 -0.903 0.829
H 3.329 -21.251 -1.425 0.206
H 2.949 -20.552 -0.075 -0.050
H 3.153 -19.659 -1.484 -0.256
H 5.472 -20.736 -2.731 0.307
H 5.521 -22.128 -1.743 0.031
H 6.808 -21.031 -1.589 0.471
H 5.141 -20.769 0.388 0.275
H 5.464 -18.370 -1.520 0.399
H 6.417 -18.811 -0.130 0.315
H 3.320 -19.127 1.715 -0.113
H 3.831 -17.565 2.144 0.099
H 5.084 -18.788 2.090 0.376
C 1.303 -23.807 1.981 0.480
F 2.220 -24.223 1.020 -0.170
F 0.002 -24.013 1.543 -0.201
F 1.505 -24.520 3.161 -0.233
S 1.485 -21.973 2.389 1.216
O 0.188 -21.583 2.968 -0.702
O 2.627 -21.789 3.270 -0.738
O 1.575 -21.399 1.050 -0.777
C 1.616 -16.977 -4.687 0.524
F 2.541 -15.977 -4.787 -0.238
F 0.548 -16.523 -4.043 -0.205
F 1.307 -17.386 -5.899 -0.180
S 2.281 -18.522 -3.788 1.260
O 1.245 -19.539 -3.806 -0.654
O 3.503 -19.091 -4.387 -0.691
O 2.529 -18.036 -2.414 -1.143
Br 2.861 -23.453 -3.171 -0.806
```

Entry from OMol25: C18H48ClN13O13S as an isolated structure at a distorted geometry (ωB97M-V/def2-TZVPD).

The total energy comes out at -88795.3524 eV. The molecular weight is 722.2 Da. As for the multiplicity: 1.

```
94
Properties=species:S:1:pos:R:3:mulliken_charge:R:1
C -1.798 -3.626 -2.755 -0.863
C -0.517 -4.370 -2.475 -0.530
O 0.151 -3.754 -1.389 -0.181
C 1.514 -4.094 -1.279 -0.786
C 1.948 -3.923 0.150 -0.452
O 2.276 -2.555 0.373 -0.378
C 1.167 -1.818 0.863 -1.123
C 1.520 -0.307 0.896 1.567
C 2.962 0.024 0.614 -1.361
C 3.216 1.378 -0.081 -0.861
C 3.737 2.500 0.795 -0.006
C 4.178 3.665 -0.085 -0.977
O 4.031 4.906 0.608 -0.272
C 2.825 5.536 0.195 -0.584
O 0.557 0.318 -0.018 -0.417
S -0.829 0.534 0.708 1.426
O -1.245 1.872 0.677 -0.916
O -1.760 -0.404 0.243 -0.572
O -0.408 -0.030 2.195 -0.544
C 1.000 0.226 2.240 -0.044
N 1.084 1.659 2.388 -0.422
Cl 1.831 -0.528 3.638 -0.137
H -1.636 -2.563 -2.644 0.067
H -2.587 -3.898 -2.067 0.295
H -2.103 -3.799 -3.777 0.388
H 0.105 -4.346 -3.368 0.417
H -0.754 -5.396 -2.197 0.301
H 2.158 -3.456 -1.889 0.267
H 1.664 -5.124 -1.605 0.517
H 2.812 -4.556 0.329 0.428
H 1.160 -4.268 0.818 0.337
H 0.888 -2.213 1.835 0.270
H 0.334 -1.958 0.182 0.447
H 3.546 -0.071 1.517 0.554
H 3.336 -0.744 -0.048 0.570
H 2.367 1.710 -0.661 0.401
H 4.006 1.201 -0.806 0.410
H 4.538 2.159 1.446 0.201
H 2.966 2.909 1.428 0.080
H 3.478 3.675 -0.916 0.471
H 5.189 3.546 -0.457 0.324
H 2.687 6.459 0.742 0.120
H 1.993 4.854 0.351 0.248
H 2.857 5.794 -0.861 0.304
H 0.307 1.937 2.978 0.260
H 1.919 1.889 2.912 0.340
C -1.628 4.730 -1.679 0.617
O -0.479 4.390 -1.920 -0.630
N -2.251 5.728 -2.382 -0.415
N -2.378 4.148 -0.702 -0.285
H -3.191 6.026 -2.207 0.147
H -1.724 6.176 -3.108 0.238
H -1.949 3.409 -0.165 0.420
H -3.322 4.416 -0.498 0.178
C -1.774 0.047 -4.746 0.583
O -1.858 -1.159 -4.585 -0.568
N -1.510 0.906 -3.715 -0.158
N -1.937 0.636 -5.970 -0.430
H -1.436 1.900 -3.821 0.118
H -1.382 0.505 -2.804 0.081
H -2.131 0.031 -6.746 0.239
H -1.872 1.623 -6.125 0.143
C 3.569 -6.478 2.721 0.678
O 3.796 -6.398 1.527 -0.628
N 3.449 -5.371 3.517 -0.356
N 3.415 -7.678 3.358 -0.407
H 3.261 -5.411 4.500 0.159
H 3.558 -4.476 3.076 0.210
H 3.497 -8.506 2.799 0.227
H 3.227 -7.767 4.338 0.152
C 5.307 8.207 3.151 0.554
O 6.140 8.895 3.713 -0.655
N 4.008 8.616 2.995 -0.311
N 5.592 6.977 2.633 -0.283
H 3.305 8.068 2.538 0.151
H 3.764 9.515 3.365 0.192
H 6.533 6.648 2.731 0.166
H 4.918 6.395 2.165 0.215
C -5.238 -1.874 -1.323 0.673
O -5.448 -2.088 -0.136 -0.791
N -4.126 -1.233 -1.767 -0.089
N -6.122 -2.272 -2.282 -0.383
H -3.945 -1.054 -2.737 0.024
H -3.453 -0.932 -1.084 0.116
H -6.953 -2.747 -1.972 0.242
H -5.983 -2.116 -3.262 0.155
C -8.284 -3.819 1.450 0.600
O -8.850 -3.624 0.383 -0.665
N -8.871 -4.556 2.451 -0.389
N -7.047 -3.332 1.723 -0.319
H -8.435 -4.735 3.335 0.153
H -9.784 -4.928 2.273 0.228
H -6.590 -2.782 0.994 0.360
H -6.573 -3.490 2.591 0.157
```

Entry from OMol25: C18H48CrF6O21S2 as an isolated structure at a distorted geometry (ωB97M-V/def2-TZVPD).

The total energy comes out at -128837.5161 eV. The molecular weight is 830.7 Da. As for the multiplicity: 5. Its expectation value of S² is 6.00.

```
96
Properties=species:S:1:pos:R:3:mulliken_spin:R:1
Cr 33.073 9.680 -11.507 3.860
C 32.801 8.598 -7.130 0.002
F 31.728 9.330 -6.976 0.000
F 33.264 8.242 -5.959 0.000
F 32.464 7.499 -7.795 0.001
S 34.050 9.569 -8.121 0.002
O 34.045 10.881 -7.509 0.001
O 35.269 8.797 -8.075 0.004
O 33.488 9.608 -9.466 0.032
C 29.085 8.231 -11.131 0.010
F 30.056 7.356 -10.767 0.001
F 28.827 8.012 -12.450 0.000
F 27.978 8.028 -10.448 0.000
S 29.672 9.996 -10.926 -0.006
O 29.031 10.696 -12.031 -0.004
O 29.189 10.405 -9.632 0.000
O 31.118 9.927 -11.025 -0.038
C 33.908 12.874 -10.896 0.001
C 34.984 12.361 -11.824 0.001
O 35.007 10.924 -11.721 0.018
O 32.735 12.086 -11.042 0.022
H 33.713 13.920 -11.149 0.001
H 34.250 12.807 -9.861 -0.002
H 35.935 12.706 -11.409 0.001
H 34.895 12.699 -12.858 -0.002
H 35.809 10.607 -12.148 0.004
H 32.059 12.528 -10.481 0.003
C 25.525 7.869 -14.133 0.000
C 25.926 8.481 -15.455 0.000
O 25.333 9.730 -15.663 0.000
O 24.168 7.513 -14.081 0.000
H 25.748 8.591 -13.332 0.000
H 26.141 7.003 -13.887 0.000
H 25.691 7.811 -16.282 0.000
H 27.022 8.584 -15.444 0.000
H 25.887 10.390 -15.212 0.000
H 23.632 8.283 -14.297 0.000
C 25.945 10.522 -5.950 0.000
C 27.181 10.598 -6.791 0.000
O 26.869 10.326 -8.127 0.000
O 24.967 11.525 -6.244 0.000
H 26.236 10.596 -4.891 0.000
H 25.435 9.555 -5.995 0.000
H 27.912 9.907 -6.352 0.000
H 27.636 11.596 -6.727 0.000
H 27.714 10.305 -8.632 0.000
H 25.402 12.167 -6.817 0.000
C 35.092 7.501 -11.446 0.019
C 34.017 6.534 -10.983 -0.009
O 32.808 7.274 -10.731 0.008
O 34.618 8.413 -12.454 0.000
H 35.993 6.935 -11.704 0.006
H 35.446 8.117 -10.613 -0.001
H 34.308 6.108 -10.018 -0.001
H 33.888 5.743 -11.729 -0.003
H 32.060 6.674 -10.802 0.007
H 34.751 8.031 -13.328 0.008
C 28.595 13.355 -13.877 0.000
C 27.121 12.996 -14.057 0.000
O 26.867 11.578 -14.051 0.000
O 29.000 13.421 -12.506 0.000
H 28.660 14.400 -14.208 0.000
H 29.239 12.719 -14.494 0.000
H 26.772 13.384 -15.018 0.000
H 26.524 13.451 -13.262 0.000
H 27.478 11.167 -13.421 0.000
H 28.969 12.494 -12.155 0.000
C 30.742 11.949 -7.431 0.000
C 29.797 12.797 -8.233 0.000
O 30.269 12.945 -9.568 0.001
O 31.917 12.642 -7.011 0.000
H 30.987 11.047 -8.005 0.001
H 30.184 11.578 -6.558 0.000
H 29.670 13.790 -7.792 0.000
H 28.809 12.320 -8.232 0.000
H 29.586 13.345 -10.116 0.000
H 32.616 11.955 -7.076 0.000
C 31.667 8.842 -14.521 0.004
C 31.579 10.330 -14.267 -0.002
O 32.752 10.771 -13.557 0.021
O 31.884 8.236 -13.248 0.022
H 32.472 8.676 -15.249 -0.003
H 30.737 8.470 -14.959 0.002
H 30.666 10.565 -13.716 0.004
H 31.519 10.864 -15.218 0.000
H 33.102 11.522 -14.035 0.001
H 31.773 7.285 -13.347 0.004
C 28.748 6.954 -7.422 0.000
C 29.335 5.647 -6.989 0.000
O 28.318 5.039 -6.125 0.000
H 28.767 7.730 -6.656 0.000
H 27.783 6.915 -7.922 0.000
H 29.379 7.440 -8.186 0.000
H 30.190 5.760 -6.314 0.000
H 29.527 4.944 -7.806 0.000
H 28.597 4.187 -5.783 0.000
```

Entry from OMol25: C18H48CrF8NO22PS8 as an isolated structure at a distorted geometry (ωB97M-V/def2-TZVPD).

The total energy comes out at -212107.7331 eV. The molecular weight is 1122.1 Da. As for the multiplicity: 4. Its net charge is +1. Its expectation value of S² is 3.77.

```
107
Properties=species:S:1:pos:R:3:mulliken_spin:R:1
Cr 0.735 -0.024 0.248 2.880
P -0.601 -3.272 -2.453 0.000
F -2.150 -2.875 -2.628 0.000
F -1.005 -4.400 -1.375 0.000
F -0.727 -4.341 -3.658 0.000
F 0.972 -3.709 -2.258 0.000
F -0.117 -2.146 -3.508 0.000
F -0.490 -2.204 -1.240 0.029
N 2.432 0.763 0.715 0.021
S 3.355 2.033 0.274 0.004
O 4.696 1.850 -0.210 0.003
O 3.084 3.209 1.046 -0.001
F 2.510 2.284 -1.060 0.001
S 3.660 0.342 1.934 0.008
O 3.964 1.302 2.955 -0.002
O 4.684 -0.520 1.435 0.008
F 2.693 -0.724 2.637 0.000
O -0.073 1.990 0.432 0.072
S -0.839 3.179 0.084 0.017
O -0.136 4.326 -0.397 0.000
O -2.031 2.766 -0.939 0.000
C -2.755 3.794 -1.609 0.001
C -4.019 4.297 -0.916 0.000
C -1.814 3.611 1.542 -0.001
H -2.935 3.514 -2.649 0.000
H -2.083 4.645 -1.767 0.000
H -3.796 5.015 -0.131 0.000
H -4.532 3.428 -0.490 0.000
H -4.767 4.678 -1.608 0.000
H -1.159 3.521 2.407 0.000
H -2.651 2.918 1.505 0.000
H -2.091 4.661 1.478 0.000
O -0.706 -3.804 1.780 0.001
S 0.643 -3.325 1.598 -0.008
O 0.892 -2.058 0.941 -0.009
O 1.294 -3.150 3.062 0.001
C 1.229 -4.278 3.938 0.000
C 1.453 -3.741 5.363 0.000
C 1.696 -4.602 0.874 0.002
H 2.035 -4.975 3.705 0.000
H 0.289 -4.824 4.001 0.000
H 1.279 -4.503 6.125 0.000
H 0.553 -3.158 5.590 0.000
H 2.386 -3.202 5.491 0.000
H 1.229 -5.554 1.140 0.000
H 2.684 -4.614 1.327 0.000
H 1.653 -4.624 -0.214 -0.001
O 3.660 -3.118 -1.251 0.001
S 3.211 -1.853 -1.760 0.002
O 2.096 -1.129 -1.159 0.032
O 4.444 -0.823 -1.666 0.001
C 5.738 -1.392 -1.918 0.000
C 6.816 -0.385 -1.602 0.000
C 3.007 -1.941 -3.582 0.002
H 5.818 -1.758 -2.947 0.000
H 5.888 -2.287 -1.311 0.000
H 6.713 0.524 -2.194 0.000
H 7.784 -0.854 -1.779 0.000
H 6.793 -0.076 -0.561 0.000
H 3.824 -2.556 -3.942 0.000
H 2.888 -0.925 -3.949 0.000
H 2.043 -2.427 -3.734 0.000
O -1.473 -1.304 3.680 0.001
S -0.631 -0.157 3.523 0.006
O 0.141 0.015 2.303 0.038
O -1.511 1.230 3.703 0.000
C -2.665 1.079 4.549 0.000
C -3.175 2.446 4.863 0.000
C 0.430 0.018 4.989 -0.001
H -2.419 0.552 5.479 0.000
H -3.388 0.390 4.105 0.000
H -4.143 2.406 5.359 0.000
H -3.312 3.060 3.973 0.000
H -2.417 2.914 5.493 0.000
H 1.002 -0.899 5.094 0.000
H -0.299 0.281 5.749 0.000
H 1.113 0.839 4.776 0.000
O 1.232 0.575 -3.855 0.002
S 0.118 0.948 -3.043 -0.007
O 0.036 0.497 -1.679 -0.031
O 0.132 2.563 -2.961 0.000
C 0.522 3.300 -4.124 0.000
C 0.776 4.750 -3.734 0.000
C -1.435 0.706 -3.876 0.001
H -0.224 3.218 -4.924 0.000
H 1.378 2.880 -4.658 0.000
H 1.419 4.785 -2.856 0.000
H -0.190 5.157 -3.433 0.000
H 1.228 5.260 -4.580 0.000
H -2.095 1.414 -3.384 0.000
H -1.600 -0.359 -3.705 -0.001
H -1.296 0.976 -4.919 0.000
O -1.307 -0.396 0.310 -0.068
S -2.744 -0.538 0.350 -0.010
O -3.516 0.190 1.320 -0.001
O -3.259 -0.104 -1.091 0.004
C -4.653 -0.418 -1.424 0.000
C -4.942 0.049 -2.831 0.000
C -3.165 -2.275 0.457 0.000
H -5.177 0.213 -0.706 0.000
H -4.904 -1.475 -1.366 0.000
H -6.025 -0.024 -2.946 0.000
H -4.486 -0.556 -3.613 0.000
H -4.643 1.088 -2.972 0.000
H -2.621 -2.758 1.267 0.000
H -2.926 -2.747 -0.496 0.001
H -4.232 -2.291 0.666 0.000
```